23
Properties=species:S:1:pos:R:3:forces:R:3 method="wB97M-V/def2-TZVPD" total_energy_ev=-18245.7000 smiles=C[N+](C)(C)C[C@H](O)P lumo_energy_ev=-2.7 charge=+1 gap_ev=10.27
C -1.187 -0.321 -1.263 -0.0383 1.4500 -1.7623
N -0.899 0.114 0.094 -3.4023 1.0150 1.7598
C -1.213 -0.987 1.151 4.1714 0.8652 1.1838
C -1.958 1.193 0.321 0.9253 2.1702 3.3826
C 0.463 0.664 0.347 1.3194 0.2625 -0.0432
C 1.555 -0.189 -0.222 0.7875 -1.5244 -1.5399
O 1.508 -1.551 0.308 -2.8476 3.8185 1.7203
P 3.276 0.596 0.022 -0.4821 0.8357 0.7292
H -1.078 0.527 -2.019 -0.0212 -0.9188 1.2294
H -0.411 -0.985 -1.396 1.0409 -2.0655 -1.3120
H -2.189 -0.733 -1.411 0.2996 -0.0917 0.5227
H -0.875 -0.448 2.137 -1.1492 -1.4333 -1.6895
H -2.211 -1.273 1.110 -1.8456 -0.0846 -0.0714
H -0.541 -1.890 0.999 -0.8324 1.4049 0.0197
H -1.799 1.743 1.349 -0.2828 -1.8521 -1.2216
H -1.605 2.067 -0.221 -0.8632 -0.2905 -1.2247
H -3.034 0.859 0.311 1.4795 0.2126 -0.6410
H 0.718 1.669 -0.085 -1.2292 -0.6678 0.2265
H 0.563 0.727 1.417 -0.0293 0.2245 0.4430
H 1.354 -0.182 -1.317 0.3839 -0.3738 0.5037
H 2.064 -2.133 -0.101 2.5649 -2.0490 -1.9759
H 3.520 1.076 -1.280 -0.3472 0.1038 -0.1552
H 3.979 -0.543 -0.251 0.3981 -1.0115 -0.0839

=====

87
Properties=species:S:1:pos:R:3:forces:R:3 method="wB97M-V/def2-TZVPD" total_energy_ev=-482080.8594 lumo_energy_ev=-0.8 charge=0 gap_ev=7.82
C 0.780 1.646 1.382 -0.4150 0.0970 0.3356
Br -0.230 3.349 1.158 0.3638 -1.0593 0.4775
Br -0.387 0.007 1.528 0.9265 1.4976 -0.0692
Br 2.100 1.729 2.895 -1.1192 -0.0527 -1.3127
H 1.280 1.617 0.415 0.2430 -0.4858 0.5692
C 0.023 0.708 7.791 -1.4537 1.0170 1.0151
Br 1.084 1.140 9.358 0.3999 -0.7714 -0.3862
Br -0.888 2.417 7.455 0.0355 -0.2761 -0.6428
Br -1.410 -0.580 8.272 1.0591 0.2914 -0.4955
H 0.579 0.447 6.890 -0.0380 -0.2616 0.4837
O 3.323 -5.553 2.260 0.3263 -0.6595 0.0002
P 4.416 -5.738 1.280 0.9824 0.7100 -0.2988
N 5.944 -5.978 1.993 1.8610 0.9865 0.7155
C 7.259 -5.517 1.439 -1.5113 -0.3583 -1.0682
C 6.040 -6.272 3.466 -1.8554 -0.5953 -1.5934
N 4.561 -4.386 0.253 0.7679 0.0232 -0.0469
C 3.884 -4.412 -1.063 0.6298 0.9015 0.9478
C 4.529 -3.073 0.904 -0.4615 -0.8199 1.8826
N 4.223 -7.037 0.258 -1.4821 -0.4612 -0.0202
C 5.281 -7.520 -0.636 -1.0984 0.2481 -0.7870
C 2.935 -7.841 0.360 1.1018 -0.0457 0.0153
H 8.135 -6.060 1.794 -0.3989 -0.3241 0.4722
H 7.464 -4.454 1.569 -0.1749 0.1468 0.0364
H 7.191 -5.760 0.379 0.3802 0.5264 -0.1799
H 5.569 -7.254 3.501 0.0280 -0.1141 0.8917
H 5.389 -5.563 3.977 0.4420 -0.0559 0.5215
H 7.058 -6.371 3.842 -0.1197 0.4428 -0.2861
H 4.581 -4.894 -1.748 -0.9278 -0.5200 -0.3381
H 2.842 -4.707 -0.940 0.1174 -0.9060 -0.5368
H 3.773 -3.389 -1.421 0.3728 0.1935 0.0883
H 5.288 -2.312 0.725 -0.1622 -0.0826 -1.3704
H 3.488 -2.750 0.938 0.0784 0.7512 -0.4904
H 4.713 -3.174 1.973 0.0024 -0.6457 0.3127
H 4.905 -8.388 -1.178 0.2536 -0.6719 0.7649
H 5.369 -6.898 -1.527 0.4519 0.8317 0.1891
H 6.261 -7.660 -0.180 -0.2569 -0.2199 0.1321
H 1.988 -7.306 0.281 0.3983 0.6243 0.0792
H 2.926 -8.390 1.301 -0.0768 0.0384 0.0408
H 2.900 -8.579 -0.442 0.3198 0.0677 -0.0729
C -3.951 7.189 -4.960 -1.2913 -0.9084 0.5394
O -3.001 6.131 -5.156 1.8212 -0.7673 0.1156
C -2.184 5.766 -4.138 1.8164 2.2725 1.6869
O -2.272 6.245 -3.001 -0.0941 -1.6040 -1.9981
O -1.059 5.071 -4.585 -2.4370 -0.2950 -0.0741
C 0.003 4.613 -3.661 -1.1115 2.0092 -0.7351
H -3.735 7.958 -4.218 0.7085 -0.2497 -0.1530
H -4.840 6.664 -4.612 -0.2707 0.2876 0.1298
H -4.217 7.614 -5.928 0.5549 -0.0913 0.0005
H 0.828 4.547 -4.370 0.0887 -0.3483 0.4625
H -0.206 3.703 -3.099 -0.2656 0.0667 -0.3357
H 0.117 5.481 -3.011 0.4634 -0.3935 0.4043
C -4.885 -7.719 -1.316 -1.1067 -1.7946 0.0375
O -4.975 -6.317 -1.171 1.8227 -0.2781 0.7172
C -5.230 -5.546 -2.225 -1.0259 0.3443 0.9095
O -5.682 -5.971 -3.250 0.5820 0.9613 -0.0966
O -5.151 -4.225 -1.837 1.1561 -1.1393 -0.9704
C -4.281 -3.791 -0.763 -0.8408 0.7722 1.4699
H -4.261 -8.252 -0.598 0.2428 1.1181 0.6932
H -4.525 -8.185 -2.233 -0.1944 1.0878 -0.6569
H -5.889 -8.100 -1.130 -0.0708 -0.1823 -0.2374
H -4.889 -3.023 -0.285 0.0452 0.0737 0.0343
H -3.330 -3.294 -0.953 -0.0887 -0.2244 -1.4034
H -4.030 -4.478 0.045 -0.5261 -0.7190 -0.5086
C -0.137 9.100 0.942 -0.9280 -0.4911 -2.1293
O 0.297 9.585 2.137 1.7266 1.7800 3.2431
C 0.798 10.847 2.214 -1.0583 0.1797 0.6089
O 1.124 11.507 1.260 0.0789 -0.3864 1.1941
O 0.723 11.270 3.568 -0.9478 -2.8508 -3.1525
C 1.518 12.312 3.943 1.9985 1.5917 0.8592
H -0.804 9.851 0.520 -0.3696 -0.4068 -0.3360
H -0.612 8.144 1.165 -0.3688 0.2717 -0.0420
H 0.607 8.867 0.181 0.5492 0.3281 0.2432
H 2.019 12.053 4.876 -0.1828 -0.1930 0.2152
H 0.978 13.238 4.143 -0.2364 -0.0274 -0.3627
H 2.347 12.491 3.258 -0.2670 0.1950 -0.3499
C -5.717 3.635 -1.080 1.0284 -0.5959 0.7875
O -5.792 3.167 -2.419 0.0850 0.5870 -1.1808
C -5.856 1.875 -2.709 -1.4189 -2.3921 3.1508
O -5.758 0.970 -1.830 0.1266 2.4747 -3.3263
O -6.291 1.740 -3.979 1.4919 2.2387 0.3526
C -6.457 0.451 -4.472 -0.5833 -1.9157 1.4102
H -5.930 4.703 -1.051 -0.6384 -0.3172 -0.3059
H -4.698 3.580 -0.697 0.2686 -0.2611 -0.2517
H -6.287 2.993 -0.409 -0.4261 0.3347 -0.1540
H -6.674 0.335 -5.534 0.2413 0.9252 0.0867
H -7.319 0.117 -3.895 -0.0829 -0.9006 -0.3506
H -5.600 -0.156 -4.181 -0.0550 -0.1745 -0.2169

=====

50
Properties=species:S:1:pos:R:3:forces:R:3 method="wB97M-V/def2-TZVPD" total_energy_ev=-76704.7665 lumo_energy_ev=-0.7 charge=0 gap_ev=5.66
O 0.274 -5.015 3.952 -2.2330 -0.0876 4.4990
C 0.700 -4.995 2.880 1.8128 0.6381 -2.9127
O 0.258 -5.896 1.969 -0.3012 -0.8840 -0.5401
C 1.707 -3.968 2.468 0.9946 -1.1164 -1.2314
C 2.680 -4.407 1.336 -0.6584 1.4468 -0.2820
Ga 2.505 -3.047 -0.214 -0.1046 -0.6175 -0.1461
C 0.728 -3.546 -1.173 1.2102 0.4206 0.2724
C 0.546 -2.647 -2.365 -0.9163 -0.6813 1.6287
F 1.569 -2.807 -3.255 0.4002 0.1872 -0.8548
H 0.988 -6.453 1.670 0.0110 0.3927 -0.3347
H 1.194 -3.060 2.180 -0.4002 0.3165 0.1067
H 2.284 -3.786 3.352 0.0898 0.4286 0.6033
H 2.453 -5.382 0.933 0.1285 -0.3649 -0.0767
H 3.694 -4.349 1.688 0.4857 -0.3521 0.2145
H 2.249 -1.558 0.391 -0.0659 0.1713 0.1603
H 3.771 -3.034 -1.194 0.0283 -0.0103 0.0037
H 0.724 -4.591 -1.457 -0.1896 -0.2973 -0.0949
H -0.057 -3.352 -0.450 -0.3583 -0.0447 0.1460
H 0.526 -1.634 -1.970 0.1165 0.5119 -0.3605
H -0.408 -2.875 -2.832 -0.1455 0.1728 -0.7943
C -0.638 1.114 -2.155 -0.0705 -0.3469 0.0515
C -0.868 2.526 -1.675 0.1787 0.0014 -0.2784
N -1.930 2.659 -0.606 -0.2406 0.0514 0.0460
C -3.240 2.223 -1.192 0.0774 -0.0639 0.0604
C -2.125 4.119 -0.265 0.2344 0.1873 0.0891
C -0.963 4.855 0.382 -0.0148 0.0184 0.1757
C -1.715 1.770 0.610 0.1271 -0.0830 -0.0485
C -0.392 1.824 1.353 0.3335 -0.1405 0.0085
O 0.665 1.443 0.511 -0.2035 0.3253 0.0098
C 1.934 2.017 0.808 0.1109 -0.1142 -0.1595
H -1.503 0.674 -2.651 -0.0072 0.1022 -0.0652
H 0.174 1.121 -2.881 0.0270 0.0365 0.0184
H -0.330 0.458 -1.346 0.1164 0.0068 -0.0439
H -1.197 3.158 -2.503 -0.1280 0.0566 0.1048
H 0.050 2.951 -1.288 0.0146 -0.0876 0.1472
H -3.422 2.794 -2.099 -0.0339 -0.0122 -0.0103
H -4.022 2.411 -0.461 -0.0260 0.0041 -0.0269
H -3.198 1.162 -1.414 -0.0105 0.0056 -0.0486
H -2.999 4.170 0.384 -0.0435 -0.0418 -0.0405
H -2.376 4.601 -1.209 -0.0618 -0.0858 -0.0307
H -0.940 4.703 1.457 0.0823 -0.0847 0.0030
H -1.107 5.925 0.234 -0.0513 -0.0277 -0.1032
H 0.008 4.598 -0.037 -0.0021 -0.0119 -0.0098
H -1.859 0.753 0.249 -0.0186 -0.0042 0.0155
H -2.529 2.011 1.294 -0.0029 -0.0220 0.0234
H -0.468 1.093 2.168 -0.2279 0.0470 0.0450
H -0.215 2.791 1.821 0.0203 0.1237 -0.0644
H 1.961 2.476 1.797 -0.0470 -0.0417 0.0397
H 2.174 2.774 0.052 0.0113 0.0482 0.0677
H 2.683 1.229 0.756 -0.0484 -0.0767 0.0176

=====

84
Properties=species:S:1:pos:R:3:forces:R:3 method="wB97M-V/def2-TZVPD" total_energy_ev=-64696.4646 lumo_energy_ev="-9.4 / -9.0" charge=+2 gap_ev="2.74 / 3.08"
Pb -3.715 0.717 0.388 0.4675 1.0458 -0.0387
C 0.293 -0.323 4.911 -0.1027 -0.4350 0.6008
C 0.576 0.594 3.978 -0.9212 0.2299 0.0529
C 1.199 0.498 2.591 0.1336 0.9422 0.2033
C 0.415 -0.331 1.588 -0.1925 -0.6813 -0.0081
C 0.675 -1.837 1.690 -1.1630 0.2987 0.5014
C 1.247 -2.537 2.692 -0.2677 0.1320 -0.9220
C 1.890 -2.093 3.992 -0.0239 -0.2417 0.3260
C 0.862 -1.721 5.110 0.2421 -0.0655 -0.3003
C -3.916 -1.503 0.645 -0.4007 -2.8225 0.4198
H -0.361 -0.021 5.758 0.5978 0.0602 -0.6080
H 0.163 1.599 4.175 0.0970 -0.5567 -0.0847
H 2.248 0.226 2.611 0.1337 -0.2837 -0.0768
H 1.216 1.524 2.225 -0.0197 0.1479 -0.0012
H -0.658 -0.087 1.717 0.0125 -0.4393 0.3987
H 0.526 -0.006 0.535 0.6561 -0.1460 0.3637
H 0.103 -2.365 0.902 0.8081 -0.1652 0.3703
H 1.280 -3.622 2.542 -0.1978 0.3352 0.0515
H 2.542 -1.232 3.845 0.0095 -0.1869 0.0894
H 2.539 -2.929 4.311 -0.3352 0.4268 0.0859
H 0.092 -2.518 5.218 0.2236 0.6173 -0.2709
H 1.342 -1.698 6.116 0.0034 -0.0400 -0.7249
H -4.575 -1.599 1.523 0.3402 -0.2693 -0.7353
H -3.080 -2.246 0.722 -0.1874 1.2930 0.2106
H -4.431 -1.786 -0.282 -0.1858 0.4280 0.0926
P 0.404 -0.847 -3.102 2.4693 -2.2286 -1.0488
P 1.244 2.451 -2.225 3.5468 1.1080 -0.2882
N 1.279 -2.346 -2.775 -0.8220 0.2475 0.1385
N 0.086 -1.251 -4.864 -1.2130 0.2711 -0.4465
N 2.861 2.054 -1.475 -0.4883 -0.8142 0.1800
N 1.681 4.088 -2.747 -0.9605 0.2238 -0.2470
C 1.957 0.080 -3.454 -0.1411 1.1319 -0.1189
C 1.659 1.558 -3.808 -0.1242 -0.3862 -0.0212
C 0.721 -3.436 -2.096 1.2561 -0.5639 -0.3608
C 1.629 -4.493 -2.150 -0.8044 1.3372 -0.2286
C 2.752 -4.056 -2.914 -0.6026 1.0780 -0.2553
C 2.509 -2.751 -3.308 -0.1139 -0.7930 0.4195
C -1.206 -1.426 -5.365 2.2047 0.2842 0.8417
C -1.141 -1.519 -6.762 2.2251 0.1047 -1.3902
C 0.237 -1.399 -7.126 -2.6344 -0.3643 -0.4903
C 0.963 -1.277 -5.951 -0.6813 0.1638 1.5463
C 2.987 1.366 -0.252 0.7350 0.3703 -0.2193
C 4.319 1.025 -0.049 -0.7687 0.1886 -0.0746
C 5.052 1.467 -1.191 -1.0307 0.2508 -0.6456
C 4.130 2.017 -2.075 0.2022 0.0350 0.6262
C 2.894 4.776 -2.912 -0.6804 0.8094 -0.4884
C 2.638 6.003 -3.526 -1.0235 -1.7403 0.6422
C 1.218 6.075 -3.762 0.3451 -1.4699 0.5755
C 0.658 4.889 -3.297 1.4658 0.8302 0.0491
H 2.576 -0.323 -4.262 -0.3902 -0.1315 0.3808
H 2.575 0.015 -2.548 -0.1662 -0.0422 -0.1282
H 2.529 2.015 -4.317 -0.5091 -0.1054 0.3808
H 0.806 1.610 -4.504 0.1815 0.1863 0.1451
H -0.265 -3.360 -1.664 0.1321 -0.0210 0.0938
H 1.475 -5.454 -1.707 0.0202 -0.2623 0.1228
H 3.643 -4.599 -3.181 -0.0430 -0.1426 0.1020
H 3.119 -2.102 -3.922 -0.0581 -0.2347 0.3704
H -2.046 -1.484 -4.693 -0.0748 0.0629 -0.0116
H -1.974 -1.661 -7.426 -0.0998 -0.0017 -0.0924
H 0.659 -1.391 -8.124 -0.1408 -0.1325 0.1579
H 2.034 -1.213 -5.818 -0.2318 -0.0057 -0.0705
H 2.128 1.231 0.390 0.2497 0.1239 -0.1927
H 4.739 0.516 0.823 -0.3214 0.2905 -0.3833
H 6.129 1.423 -1.344 -0.4182 -0.1217 -0.0271
H 4.284 2.410 -3.071 0.0579 0.0047 0.2565
H 3.826 4.362 -2.565 -0.1697 0.1397 0.0552
H 3.365 6.745 -3.779 0.2332 0.1917 0.0180
H 0.689 6.893 -4.208 -0.1526 0.1323 -0.1134
H -0.356 4.539 -3.290 -0.2370 0.0396 0.0373
C -4.656 1.270 5.746 0.4685 0.4443 0.2884
C -5.269 0.124 4.910 -0.1364 -0.5429 -0.1052
C -4.922 -1.199 5.651 0.7721 -0.4168 0.1003
C -6.784 0.237 4.769 -0.8844 0.1523 -0.0036
C -4.682 0.217 3.563 -0.6517 0.1674 2.1346
C -4.157 0.563 2.511 0.5678 0.2243 -1.2659
H -4.419 0.918 6.761 -0.2652 0.2224 -0.4057
H -5.337 2.116 5.826 0.0776 0.0461 -0.1725
H -3.708 1.594 5.312 -0.0926 0.1796 0.0902
H -4.654 -0.943 6.680 -0.1981 -0.1929 -0.2034
H -5.738 -1.919 5.705 -0.0451 0.1081 -0.3675
H -4.032 -1.684 5.233 -0.2258 -0.0111 0.0047
H -7.118 1.170 4.304 0.2832 -0.0154 0.0559
H -7.203 -0.578 4.169 0.1820 0.0101 0.1337
H -7.261 0.194 5.754 0.1976 -0.0436 -0.0769